Record 1
DFT (wB97M-V/def2-TZVPD) results for C20H34CaClIN3O4 as an isolated structure.

The calculation puts the energy above the lowest of the compared OMol25 structures with the same formula, charge and spin at 0.0 kJ/mol. The total charge is -1. The HOMO energy is -4.046 eV. For the gap between HOMO and LUMO, the calculation gives 6.4 eV. As for the maximum force: 2.7 eV Å⁻¹.

Cartesian coordinates (Å):
O -1.99048 2.23618 -0.87581
C -0.85446 2.34958 -1.46246
C -0.89476 2.07289 -2.97433
C -1.02750 0.78720 -3.48020
H -0.87336 -0.07166 -2.81675
C -1.30997 0.59180 -4.84100
H -1.44858 -0.42136 -5.21725
C -1.39991 1.68822 -5.70455
H -1.63109 1.55199 -6.76492
C -1.18348 2.97356 -5.19440
H -1.19520 3.84603 -5.84506
C -0.93767 3.16528 -3.83278
H -0.77287 4.15367 -3.39919
H -0.43002 3.38150 -1.32821
C 1.21800 2.47875 0.33041
C 0.77964 1.59271 -0.78960
H 1.77786 3.34230 -0.07496
H 1.90841 2.01445 1.06324
H 0.38105 2.89812 0.89297
C 1.65722 1.15937 -1.71745
C 3.10594 1.53980 -1.78397
H 1.37140 0.48241 -2.52680
H 3.26132 2.16405 -2.67264
H 3.75949 0.66746 -1.89625
H 3.47571 2.12738 -0.93181
Ca 1.25470 -0.50607 0.55496
Cl 3.86978 -0.70639 0.58526
C 2.18687 -3.14157 1.50776
O 1.27618 -2.38159 1.90168
N 2.79848 -4.06311 2.24154
C 2.41701 -4.28366 3.63013
C 3.95905 -4.76836 1.72117
H 2.57305 -3.03433 0.48088
H 1.54057 -3.67015 3.84747
H 3.25038 -4.02065 4.29361
H 2.19091 -5.34444 3.78242
H 4.10701 -4.44200 0.68755
H 3.80382 -5.85330 1.74818
H 4.85718 -4.53273 2.30561
H -4.82784 -1.25763 -1.69064
H -3.89755 -3.41114 -1.00159
C -3.77965 -0.94676 -1.81257
C -2.88812 -3.02707 -0.80730
N -2.94527 -1.57788 -0.80253
H -3.69346 0.13987 -1.70311
C -2.29052 -0.79319 0.07948
O -1.17222 -1.01077 0.57977
H -2.53486 -3.40558 0.15445
H -2.83483 0.14751 0.29897
H -3.44883 -1.23842 -2.81988
H -2.22195 -3.38457 -1.60170
H -0.09940 1.62044 5.73484
H -2.62856 2.07745 4.97459
C 0.15856 2.15822 4.81332
C -2.18309 2.51719 4.07105
N -0.87144 1.94288 3.80867
H 1.11273 1.79979 4.42322
C -0.63614 1.18369 2.73165
O 0.44347 0.57869 2.52554
H -2.83480 2.32092 3.21349
H -1.47167 1.15590 2.00505
H 0.20945 3.22832 5.04676
H -2.10563 3.60105 4.22887
I 0.60995 -2.44220 -1.89490

Record 2
DFT (wB97M-V/def2-TZVPD) results for C20H34CaN3O4S2Si as an isolated structure.

The total charge is -1. The HOMO energy is -4.484 eV. For the gap between HOMO and LUMO, the calculation gives 7.2 eV. As for the maximum force: 2.1 eV Å⁻¹.

Cartesian coordinates (Å):
Ca 1.81740 0.43428 0.45037
N 4.22785 1.59459 4.10346
C 3.79281 1.06475 2.90331
S 2.55757 -0.13641 3.01979
N 4.39176 1.54646 1.85302
N 3.90071 1.16392 0.62606
C 4.67912 1.40695 -0.36638
C 4.38788 1.14333 -1.75895
C 5.27809 1.65583 -2.71320
C 5.07136 1.50797 -4.06736
C 3.93948 0.81304 -4.50113
C 3.06287 0.26702 -3.59327
C 3.24810 0.39191 -2.19218
O 2.42639 -0.17125 -1.37140
H 4.06336 1.01231 4.90426
H 5.11696 2.06728 4.06441
H 5.64378 1.86982 -0.14187
H 6.15344 2.19545 -2.36554
H 5.76344 1.92811 -4.78613
H 3.75026 0.69685 -5.56261
H 2.18950 -0.28322 -3.92420
C -1.38357 -2.91493 0.16421
C -0.12723 -2.29712 0.78232
C -0.14990 -2.51783 2.29751
C 1.11857 -2.95904 0.19619
O -0.00604 -0.89696 0.44500
Si -1.17576 0.31087 0.44851
S -0.23751 2.12381 0.19813
O -1.90649 0.06473 1.89493
C -3.08876 0.59913 2.47893
C -3.40491 1.99836 1.95360
C -2.83071 0.64371 3.98472
C -4.24422 -0.35484 2.16157
O -2.36362 -0.03510 -0.65222
C -2.41518 0.18310 -2.06867
C -2.87801 1.61095 -2.36696
C -3.46278 -0.79863 -2.59373
C -1.06270 -0.09619 -2.72701
H -1.44941 -3.96633 0.44628
H -1.35553 -2.84625 -0.92470
H -2.27503 -2.39728 0.51837
H -0.18539 -3.58772 2.51171
H -1.01876 -2.03358 2.73182
H 0.74448 -2.09778 2.75709
H 1.07250 -4.03951 0.33577
H 2.01311 -2.57615 0.69449
H 1.19821 -2.73244 -0.86874
H -2.55747 2.66016 2.13054
H -4.29335 2.40217 2.44248
H -3.57545 1.95622 0.87588
H -2.00231 1.32260 4.19075
H -2.54862 -0.35030 4.33561
H -3.71936 0.97712 4.52454
H -4.34705 -0.43774 1.07855
H -5.17972 0.01073 2.59019
H -4.02776 -1.34464 2.56942
H -3.87109 1.76929 -1.93877
H -2.92805 1.77987 -3.44483
H -2.18790 2.32097 -1.91768
H -4.42403 -0.60919 -2.11272
H -3.16205 -1.82681 -2.38266
H -3.58098 -0.67734 -3.67232
H -0.33177 0.65508 -2.42463
H -1.15826 -0.09186 -3.81389
H -0.69224 -1.07229 -2.41000

Record 3
DFT (wB97M-V/def2-TZVPD) results for C20H34ClFeIN3O4 as an isolated structure.

Its multiplicity is 5. The calculation puts the energy above the lowest of the compared OMol25 structures with the same formula, charge and spin at 246.5 kJ/mol. The total charge is -1. The HOMO energy (alpha / beta) is -3.567 / -4.004 eV. For the gap between HOMO and LUMO (alpha / beta), the calculation gives 6.4 / 6.8 eV. As for the maximum force: 5.3 eV Å⁻¹.

Cartesian coordinates (Å):
O 2.16510 -1.50204 -2.50760
C 2.55946 -2.06106 -1.48708
C 2.22168 -3.53749 -1.16904
C 0.89584 -3.99708 -1.28429
H 0.11377 -3.21565 -1.32383
C 0.68040 -5.36640 -1.38156
H -0.37569 -5.66395 -1.47889
C 1.70746 -6.27675 -1.30925
H 1.50221 -7.32230 -1.42976
C 3.02530 -5.81765 -1.22149
H 3.84262 -6.52562 -1.19545
C 3.26561 -4.45387 -1.10256
H 4.30715 -4.07976 -1.02229
H 3.65422 -1.83179 -0.93378
C 3.29349 -0.29455 1.03227
C 2.14352 -1.26580 0.92512
H 4.22737 -0.70444 1.48735
H 2.87357 0.56497 1.63098
H 3.62964 0.12316 0.06125
C 1.98108 -2.47453 1.75367
C 2.40547 -2.40977 3.15404
H 1.47358 -3.33662 1.34316
H 2.98919 -3.29444 3.37442
H 1.52765 -2.32544 3.81607
H 3.01224 -1.50606 3.28706
Fe 0.86248 -0.79020 2.00449
Cl 0.75473 0.68540 3.50876
C -2.35424 1.54923 1.73435
O -1.76880 1.81217 0.69608
N -3.01591 2.48198 2.50497
C -3.06000 3.87042 2.08330
C -3.75388 2.12624 3.70788
H -2.42093 0.54150 2.21041
H -2.45902 3.98650 1.16904
H -2.66150 4.49709 2.90552
H -4.11464 4.15902 1.89770
H -3.63822 1.05101 3.87783
H -4.82460 2.37636 3.56927
H -3.35078 2.69855 4.56303
H -1.29141 -2.44472 -4.83928
H -3.32570 -1.20877 -3.52304
C -0.91932 -2.48479 -3.78840
C -2.66139 -1.13855 -2.63829
N -1.26446 -1.27829 -3.03446
H 0.18858 -2.57195 -3.79652
C -0.46586 -0.18255 -3.08877
O -0.69955 0.89657 -2.55452
H -2.77939 -0.16915 -2.13780
H 0.53743 -0.43844 -3.51834
H -1.36245 -3.37080 -3.29101
H -2.90125 -1.95722 -1.94335
H 2.35035 4.96071 -0.91507
H 2.53130 3.92273 -3.30776
C 2.78088 4.01129 -0.55441
C 2.92656 3.00464 -2.84503
N 2.40858 2.92623 -1.46666
H 2.38525 3.76427 0.46348
C 1.66796 1.87232 -0.99613
O 1.19803 1.79750 0.14785
H 2.57138 2.10855 -3.38291
H 1.48931 1.09540 -1.79461
H 3.87680 4.11670 -0.54200
H 4.02946 3.03842 -2.80593
I -1.03873 -1.50291 0.66344

Record 4
DFT (wB97M-V/def2-TZVPD) results for C20H34ClIN3O4Pd as an isolated structure.

Its multiplicity is 3. The calculation puts the energy above the lowest of the compared OMol25 structures with the same formula, charge and spin at 0.0 kJ/mol. The total charge is -1. The HOMO energy (alpha / beta) is -2.032 / -2.727 eV. For the gap between HOMO and LUMO (alpha / beta), the calculation gives 4.7 / 5.3 eV. As for the maximum force: 3.8 eV Å⁻¹.

Cartesian coordinates (Å):
O 2.10749 -2.65337 -2.64516
C 2.63747 -1.54084 -2.77082
C 3.91118 -1.08449 -2.09820
C 4.12874 -1.17294 -0.70384
H 3.28269 -1.24558 -0.01497
C 5.44948 -1.23854 -0.23621
H 5.64646 -1.48852 0.82509
C 6.50167 -1.05969 -1.15415
H 7.53434 -1.16233 -0.80628
C 6.25254 -0.68274 -2.49239
H 7.09103 -0.52994 -3.18533
C 4.93750 -0.57807 -2.92628
H 4.70214 -0.26193 -3.93832
H 2.19996 -0.60408 -3.27015
C 0.65002 1.50228 -2.96820
C 1.09009 1.52371 -1.48998
H 1.55164 1.66926 -3.58007
H -0.12524 2.27721 -3.07619
H 0.18649 0.56176 -3.30661
C 2.38541 1.88721 -1.21759
C 2.53200 3.37940 -1.30631
H 3.22154 1.25026 -0.89637
H 3.50007 3.73431 -1.69418
H 2.27821 3.80778 -0.31618
H 1.71290 3.69261 -1.98669
Pd -0.11554 0.99143 -0.04255
Cl -0.93415 3.17155 -0.39318
C -1.83404 1.53131 2.34717
O -1.85200 0.64653 1.45887
N -2.85371 1.98414 3.06769
C -4.19389 1.45703 2.97649
C -2.67596 3.08671 4.00113
H -0.88041 2.02723 2.57649
H -4.23268 0.62567 2.27655
H -4.88385 2.24686 2.65077
H -4.52653 1.12539 3.96889
H -1.61679 3.33257 4.04633
H -3.03022 2.80526 4.99804
H -3.23095 3.97015 3.66981
H 2.22448 -4.88050 0.71918
H 1.18341 -3.79228 2.85006
C 2.40260 -3.81255 0.51506
C 0.98861 -2.84059 2.32807
N 1.26342 -3.01980 0.91068
H 2.56738 -3.66424 -0.56017
C 0.34614 -2.64333 -0.00998
O -0.36492 -1.64738 0.10343
H -0.05661 -2.54028 2.47139
H 0.28716 -3.30549 -0.87735
H 3.28580 -3.48027 1.07828
H 1.64804 -2.06661 2.74298
H -4.56520 -0.36457 -2.92845
H -3.58995 -2.71068 -3.65211
C -3.62010 0.01552 -3.33617
C -2.65259 -2.19798 -3.88027
N -2.56629 -0.95875 -3.15242
H -3.36045 0.95518 -2.84119
C -1.67897 -0.76718 -2.17612
O -1.80011 0.19455 -1.38337
H -1.81832 -2.84076 -3.61479
H -0.84932 -1.48054 -2.14320
H -3.76597 0.18184 -4.40543
H -2.63568 -2.01559 -4.95373
I 1.71613 0.69076 1.89972

Record 5
DFT (wB97M-V/def2-TZVPD) results for a 2-piece molecular cluster, C20H34F3IN4O3 overall.

The total charge is 0. The HOMO energy is -6.019 eV. For the gap between HOMO and LUMO, the calculation gives 4.2 eV. As for the maximum force: 2.2 eV Å⁻¹.

Cartesian coordinates (Å):
C -1.61357 -4.59134 2.10085
C -1.16969 -5.12248 0.71514
C -0.48742 -4.03170 -0.20388
C -0.98323 -2.66003 0.21652
N -0.13529 -1.89917 0.85234
N -0.58522 -0.72898 1.24660
C 0.39504 0.09259 2.00009
C 1.12039 1.11340 1.09768
N 1.64605 0.44743 -0.09584
C -1.78695 -0.22550 1.03874
C -2.26913 1.12552 1.50559
C -2.90317 1.97376 0.39182
O -3.74584 1.57424 -0.38154
N -2.45194 3.33374 0.34494
C -3.04517 3.94773 1.59611
C -3.13075 4.01581 -0.77798
C -2.71669 -1.03056 0.35114
C -2.32407 -2.27090 -0.09427
C -3.27290 -3.14224 -0.86176
C -3.36713 -2.60733 -2.31439
C -4.12753 -3.60050 -3.23243
I -2.74915 -4.83376 -4.34646
H -1.87098 -5.47957 2.69624
H -2.53415 -3.99604 2.05471
H -0.80840 -4.05864 2.62021
H -0.48164 -5.95247 0.91496
H -2.02908 -5.54662 0.18436
H -0.71690 -4.22344 -1.25805
H 0.58922 -4.12536 -0.03850
H -0.08131 0.55772 2.87018
H 1.15533 -0.57723 2.41486
H 1.96099 1.50546 1.68389
H 0.43106 1.94126 0.85316
H 2.41487 1.04865 -0.40092
H 0.92659 0.55200 -0.80790
H -3.06520 0.93758 2.24629
H -1.52633 1.73928 2.01473
H -2.27190 4.29630 2.28923
H -3.66220 4.81651 1.34799
H -3.73187 3.24600 2.09394
H -2.77566 5.05338 -0.82867
H -2.91307 3.55014 -1.74214
H -4.22061 4.07106 -0.64306
H -3.72274 -0.66912 0.16073
H -2.96563 -4.18796 -0.93791
H -4.27523 -3.14352 -0.41060
H -3.86808 -1.63214 -2.37976
H -2.36442 -2.46522 -2.73898
H -4.72600 -3.03820 -3.95086
H -4.77784 -4.25041 -2.64025
C 7.38775 2.74471 0.63915
C 6.19051 3.66773 0.45051
O 5.76689 3.82281 -0.88388
C 4.94792 2.77851 -1.49020
O 3.91941 2.45266 -0.75127
C 5.78216 1.53414 -1.92916
F 7.00899 1.88445 -2.39971
F 5.17392 0.89231 -2.95376
F 5.99383 0.61105 -0.97298
H 8.12814 2.89963 -0.14603
H 7.85495 2.92678 1.61165
H 7.09145 1.69880 0.62156
H 6.50137 4.67091 0.76129
H 5.36230 3.38814 1.10996
H 4.72706 3.25200 -2.47151

Record 6
DFT (wB97M-V/def2-TZVPD) results for C20H34N3O3PS2Tc as an isolated structure.

Its multiplicity is 4. The calculation puts the energy above the lowest of the compared OMol25 structures with the same formula, charge and spin at 210.5 kJ/mol. The total charge is 0. The HOMO energy (alpha / beta) is -7.207 / -7.888 eV. For the gap between HOMO and LUMO (alpha / beta), the calculation gives 7.5 / 6.5 eV. As for the maximum force: 0.9 eV Å⁻¹.

Cartesian coordinates (Å):
Tc 0.96330 0.41022 0.96533
N 0.95329 1.62904 2.73985
C 1.73542 2.86743 2.51648
C 2.94248 2.50348 1.65807
O 4.01720 3.04055 1.85366
N 2.67968 1.51367 0.75386
C 3.80872 0.63775 0.45675
C 3.66411 -0.58092 1.41190
O 4.60228 -1.31611 1.62956
O 2.45124 -0.69036 1.90271
H 0.06163 1.82226 3.18173
H 1.46471 1.02036 3.37853
H 2.09505 3.30932 3.44128
H 1.11726 3.59364 1.99636
H 4.76349 1.11794 0.64423
H 3.78384 0.28086 -0.57718
C -2.84760 -2.71611 2.06419
C -1.35298 -2.57458 1.84722
S -0.84839 -0.92109 2.04564
C -0.60958 -3.72995 1.60935
C -1.32279 -5.07209 1.54566
S 1.05354 -3.79646 1.36244
H -3.29341 -1.74467 2.25885
H -3.06620 -3.36834 2.91224
H -3.32184 -3.14512 1.17556
H -2.29759 -5.07770 2.03197
H -0.69662 -5.83563 1.99841
H -1.46421 -5.34514 0.49654
N 1.29420 -1.13738 -0.59877
C 0.35768 -1.91507 -1.40391
C -1.00229 -1.66775 -1.37874
C -1.87649 -2.46728 -2.10305
C -1.39130 -3.52956 -2.85087
C -0.02544 -3.78121 -2.87348
C 0.84569 -2.97769 -2.15603
H 1.64373 -1.80771 0.10723
H 2.09605 -0.93123 -1.18840
H -1.36843 -0.86932 -0.75480
H -2.94029 -2.26129 -2.06560
H -2.07216 -4.16599 -3.40123
H 0.36095 -4.61811 -3.44172
H 1.91052 -3.18691 -2.16985
C 0.53631 2.85351 -3.19992
C 0.87006 1.89259 -2.05943
P -0.19787 1.90655 -0.55286
C -1.86252 1.63999 -1.31257
C -2.98631 1.25946 -0.33793
C -0.25619 3.71439 -0.19707
C -1.21479 4.13164 0.92006
H 1.21499 2.67335 -4.03432
H 0.65944 3.89574 -2.90476
H -0.48336 2.71517 -3.56564
H 1.88410 2.07479 -1.69439
H 0.83232 0.86310 -2.42695
H -1.73119 0.85133 -2.05413
H -2.12179 2.55190 -1.85249
H -2.66141 0.50940 0.38643
H -3.84097 0.86103 -0.88732
H -3.33554 2.12201 0.22928
H -0.54560 4.21351 -1.12043
H 0.76809 4.01901 0.03306
H -2.24160 3.85748 0.67971
H -1.18853 5.21326 1.05398
H -0.96609 3.66505 1.87570